# C51H60AsN4PSY

A molecular structure, C51H60AsN4PSY (ωB97M-V/def2-TZVPD, the OMol25 dataset).

```
119
Properties=species:S:1:pos:R:3:forces:R:3
Y -0.353 0.066 0.942 -0.856 -0.129 0.433
C -2.715 1.007 2.232 0.010 0.097 -0.059
C -3.212 0.198 1.213 -0.131 0.017 -0.003
C -3.121 -1.194 1.317 0.082 0.142 0.031
C -2.527 -1.764 2.437 0.068 -0.076 -0.071
C -2.020 -0.956 3.456 0.028 -0.023 0.042
C -2.119 0.425 3.357 0.067 0.113 -0.022
H -2.819 2.084 2.173 -0.030 -0.003 0.032
H -3.698 0.640 0.353 -0.033 -0.002 0.017
H -3.527 -1.820 0.533 -0.028 -0.002 0.009
H -2.472 -2.843 2.528 0.000 0.001 0.004
H -1.572 -1.406 4.333 0.002 -0.006 -0.003
H -1.767 1.056 4.161 0.012 0.013 0.000
C -1.035 4.357 5.784 0.010 0.006 0.006
C -1.525 5.052 4.688 -0.012 -0.010 0.016
C -1.215 4.638 3.399 -0.039 -0.025 -0.030
C -0.418 3.512 3.203 0.113 0.035 0.059
C 0.052 2.804 4.313 0.001 -0.051 0.010
C -0.247 3.228 5.598 -0.017 0.004 -0.018
P 0.097 2.945 1.564 -0.125 0.034 -0.132
C 1.830 3.477 1.348 0.008 0.013 -0.043
C 2.723 3.503 2.420 0.005 -0.001 -0.012
C 4.061 3.805 2.207 0.007 -0.014 0.000
C 4.527 4.077 0.928 0.015 0.003 0.003
C 3.646 4.058 -0.145 -0.008 -0.009 0.000
C 2.305 3.761 0.063 0.014 -0.003 -0.006
C -0.820 3.901 0.326 -0.038 0.044 0.046
C -1.802 3.263 -0.432 -0.067 -0.028 -0.053
C -2.542 3.962 -1.378 0.035 -0.004 0.006
C -2.305 5.316 -1.568 0.004 0.011 -0.001
C -1.329 5.964 -0.818 -0.018 -0.009 -0.023
C -0.589 5.263 0.120 0.044 0.005 0.010
H -1.267 4.695 6.785 -0.014 -0.008 0.003
H -2.148 5.924 4.835 0.003 0.007 -0.003
H -1.607 5.192 2.556 0.023 0.013 -0.007
H 0.655 1.909 4.178 0.010 0.014 -0.009
H 0.128 2.679 6.452 0.007 0.009 0.006
H 2.379 3.319 3.429 -0.009 0.009 -0.003
H 4.740 3.841 3.049 0.005 0.011 0.002
H 5.568 4.326 0.771 0.004 -0.006 -0.004
H 3.996 4.300 -1.139 0.003 0.006 -0.003
H 1.620 3.807 -0.778 -0.011 0.015 0.007
H -2.031 2.210 -0.281 0.056 0.016 0.023
H -3.309 3.456 -1.951 -0.019 0.010 0.004
H -2.886 5.871 -2.292 0.004 0.002 -0.006
H -1.149 7.020 -0.965 0.006 0.003 0.001
H 0.177 5.777 0.689 -0.010 -0.001 0.016
C -1.292 -6.801 0.281 -0.018 0.008 -0.018
C -0.098 -6.752 0.989 0.011 -0.002 0.011
C 0.430 -5.532 1.381 0.022 -0.013 0.012
C -0.252 -4.358 1.071 -0.114 0.003 -0.007
C -1.442 -4.405 0.350 0.005 0.009 -0.002
C -1.962 -5.630 -0.044 0.015 -0.021 0.009
As 0.499 -2.663 1.565 0.592 -0.063 -0.188
C 2.284 -2.774 0.800 0.007 -0.162 0.083
C 2.401 -2.627 -0.585 -0.023 0.012 -0.027
C 3.645 -2.719 -1.191 -0.006 0.011 0.000
C 4.778 -2.953 -0.419 0.004 -0.003 -0.002
C 4.665 -3.099 0.956 0.005 0.018 -0.007
C 3.419 -3.012 1.569 0.013 0.081 0.005
C 0.813 -2.652 3.466 -0.062 -0.096 0.019
C 1.370 -1.499 4.022 0.068 0.006 0.009
C 1.528 -1.391 5.395 -0.002 -0.018 0.013
C 1.114 -2.429 6.222 -0.004 0.018 0.005
C 0.553 -3.572 5.673 -0.004 0.002 0.000
C 0.401 -3.688 4.295 -0.053 0.008 -0.005
H -1.697 -7.757 -0.024 -0.004 -0.003 0.004
H 0.425 -7.667 1.233 0.007 0.000 -0.003
H 1.373 -5.504 1.917 -0.005 0.019 0.002
H -1.956 -3.491 0.078 0.011 0.007 -0.011
H -2.887 -5.672 -0.604 -0.005 0.002 -0.002
H 1.513 -2.473 -1.195 -0.004 -0.028 0.020
H 3.735 -2.633 -2.267 0.001 0.003 -0.005
H 5.747 -3.036 -0.893 0.005 0.006 0.003
H 5.545 -3.291 1.554 0.000 -0.009 0.002
H 3.341 -3.132 2.643 -0.012 -0.021 -0.007
H 1.721 -0.687 3.387 -0.025 -0.014 -0.014
H 1.984 -0.507 5.823 -0.002 0.005 0.001
H 1.235 -2.347 7.293 0.003 -0.002 0.003
H 0.235 -4.381 6.318 0.000 -0.007 -0.003
H -0.043 -4.584 3.879 0.004 0.004 0.000
C -3.568 -3.026 -3.742 -0.017 -0.013 0.023
C -2.736 -2.465 -4.891 0.010 -0.004 0.017
C -1.293 -2.966 -4.893 0.003 -0.007 0.032
C -0.470 -2.500 -3.699 0.009 0.017 0.025
N -0.323 -1.034 -3.709 0.124 0.049 -0.052
C -0.671 -0.165 -2.784 0.036 -0.090 0.039
S -1.477 -0.696 -1.328 -0.126 0.142 -0.218
N -0.448 1.139 -2.971 -0.032 -0.045 0.017
C 0.037 1.720 -4.230 -0.008 0.016 0.001
C -1.035 1.782 -5.316 0.006 0.018 0.000
C -0.467 2.223 -6.665 0.011 -0.008 0.009
C 0.435 1.170 -7.302 0.013 -0.019 -0.018
H -4.622 -2.779 -3.867 0.003 0.022 0.005
H -3.253 -2.629 -2.774 0.016 -0.004 -0.003
H -3.491 -4.114 -3.701 -0.005 -0.010 -0.023
H -2.753 -1.370 -4.864 -0.015 0.002 -0.016
H -3.193 -2.745 -5.841 0.005 -0.013 0.002
H -0.784 -2.671 -5.815 -0.006 0.017 -0.002
H -1.285 -4.058 -4.880 0.016 -0.004 -0.022
H 0.534 -2.928 -3.732 -0.006 -0.027 -0.012
H -0.928 -2.787 -2.755 -0.020 0.011 0.004
H 0.016 -0.654 -4.585 -0.016 -0.011 -0.009
H -0.928 1.758 -2.333 0.020 0.000 0.015
H 0.918 1.159 -4.550 -0.006 0.006 -0.023
H 0.388 2.726 -3.997 0.002 -0.007 0.012
H -1.817 2.469 -4.984 0.000 0.001 -0.013
H -1.512 0.802 -5.432 -0.016 -0.010 0.014
H 0.077 3.164 -6.546 -0.006 0.005 -0.006
H -1.301 2.438 -7.333 -0.003 -0.008 0.000
H 1.358 1.011 -6.740 -0.002 -0.003 0.012
H 0.732 1.464 -8.307 0.000 0.017 0.002
H -0.086 0.213 -7.390 -0.008 -0.001 -0.002
N 1.531 0.639 -0.391 0.163 0.264 -0.057
N 2.049 0.370 0.925 0.181 -0.363 0.185
H 2.115 0.237 -1.122 -0.087 -0.148 0.027
H 1.540 1.652 -0.520 0.152 -0.030 -0.042
H 2.765 1.036 1.214 -0.143 0.148 -0.005
H 2.462 -0.568 0.916 0.134 0.085 -0.093
```
Forces are in eV/Å.

Net charge: +3
LUMO (eV): -7.66
Energy above the lowest of the compared OMol25 structures with the same formula, charge and spin (kcal/mol): 1.4
Spin multiplicity: 1
DFT total energy (Ha): -5211.35028
HOMO-LUMO gap (eV): 8.22



# C11H16NO2P

A single C11H16NO2P molecule at a distorted geometry (ωB97M-V/def2-TZVPD, the OMol25 dataset).

```
31
Properties=species:S:1:pos:R:3:forces:R:3
C 3.104 -0.584 0.471 -2.813 -0.796 2.349
C 2.596 -1.742 -0.159 2.330 0.081 -2.011
C 2.210 0.022 1.417 1.436 -0.763 0.451
C 1.270 -2.047 -0.197 -2.219 -0.921 0.133
C 0.910 -0.421 1.532 -1.107 1.696 0.319
C 0.349 -1.314 0.627 1.153 -1.261 -0.484
C -2.759 2.574 0.573 0.005 0.362 -1.525
C -1.688 -0.980 -1.981 0.296 -0.396 0.253
C -1.143 -1.475 0.444 -0.285 1.173 3.576
C -1.563 1.586 0.820 -2.855 0.425 -3.161
C -1.518 -0.403 -0.583 -0.580 -1.733 -0.199
N -1.621 0.829 -0.427 -0.040 -0.310 -0.308
O 3.242 1.964 -0.594 -0.851 -0.896 -0.356
O 0.760 0.965 -0.816 1.054 0.314 -0.031
P 2.223 0.938 -0.944 0.468 2.509 -0.003
H 4.126 -0.428 0.678 1.089 0.362 -0.704
H 3.377 -2.207 -0.831 -1.322 -0.087 0.771
H 2.663 0.804 2.050 -0.730 -0.309 -0.363
H 0.818 -2.887 -0.822 1.018 1.227 0.765
H 0.212 0.186 2.140 0.552 -0.683 -0.067
H -2.460 3.638 0.525 -0.208 -0.473 0.334
H -3.140 2.316 -0.492 0.456 0.566 1.878
H -3.586 2.410 1.275 0.322 0.239 -0.066
H -2.773 -1.286 -2.113 1.374 -0.194 0.108
H -0.897 -1.857 -2.172 -1.953 2.074 0.049
H -1.571 -0.049 -2.546 0.351 -0.691 -0.797
H -1.413 -2.505 0.244 -0.061 0.014 -0.706
H -1.669 -1.266 1.491 1.086 -0.171 -2.055
H -0.597 1.989 0.880 1.152 0.745 0.480
H -1.905 0.990 1.587 0.105 -1.405 2.339
H 2.443 0.241 -2.079 0.777 -0.697 -0.972
```
Forces are in eV/Å.

Net charge: 0
LUMO (eV): -0.47
Energy above the lowest of the compared OMol25 structures with the same formula, charge and spin (kcal/mol): 76.5
Spin multiplicity: 1
DFT total energy (Ha): -975.25935
HOMO-LUMO gap (eV): 8.35



# C9H17O2P

A single C9H17O2P molecule at a distorted geometry (ωB97M-V/def2-TZVPD, the OMol25 dataset).

```
29
Properties=species:S:1:pos:R:3:forces:R:3
C 0.812 2.301 -0.596 -1.753 -4.438 2.004
C 0.318 1.772 -1.940 -2.400 -0.271 1.368
C 1.728 1.207 0.044 0.389 2.680 -0.200
C -0.652 0.585 -1.723 1.560 0.310 0.695
C -0.871 -1.569 -0.458 -0.422 -2.327 -1.815
C -1.802 -1.052 0.593 2.382 -1.390 2.207
C 1.072 -0.117 0.051 -1.138 0.199 4.402
C 0.141 -0.553 -1.008 -0.698 -0.727 -1.709
C -0.215 -1.577 3.072 0.824 -1.145 -4.620
O -1.468 0.869 2.562 0.074 0.751 0.177
O 0.944 -1.230 -2.021 -1.823 -0.050 -0.771
P -0.789 -0.214 1.829 2.327 -1.914 -0.700
H 1.354 3.132 -0.767 1.625 3.133 -0.068
H 0.007 2.394 0.248 0.863 0.460 -2.027
H -0.326 2.534 -2.316 -0.067 0.846 -1.063
H 1.092 1.482 -2.614 0.709 0.098 -0.478
H 2.663 1.226 -0.579 -0.396 -0.378 0.628
H 1.963 1.633 1.075 0.109 -1.121 -1.133
H -1.442 0.928 -1.065 -0.102 0.163 0.273
H -1.174 0.282 -2.639 0.578 -0.433 0.118
H -0.241 -2.496 -0.311 -0.884 0.793 0.876
H -1.666 -1.953 -1.169 1.493 0.584 -0.451
H -2.378 -0.275 0.271 -1.935 1.830 -1.355
H -2.419 -1.827 1.037 -0.111 -0.052 0.094
H 1.738 -0.831 0.616 -1.087 -0.018 -1.132
H 0.795 -2.035 2.812 -1.211 0.713 0.132
H -0.080 -0.937 3.862 -0.335 0.638 2.788
H -0.962 -2.400 2.933 0.403 0.965 1.148
H 1.856 -1.279 -1.798 1.028 0.104 0.611
```
Forces are in eV/Å.

Net charge: 0
LUMO (eV): 0.25
Energy above the lowest of the compared OMol25 structures with the same formula, charge and spin (kcal/mol): 0.0
Spin multiplicity: 1
DFT total energy (Ha): -844.87993
HOMO-LUMO gap (eV): 8.46



# C5H10O

2 unconnected molecules or ions with the total composition C5H10O at a distorted geometry (ωB97M-V/def2-TZVPD, the OMol25 dataset).

```
16
Properties=species:S:1:pos:R:3:forces:R:3
C -0.540 -1.094 0.931 0.684 -0.557 0.398
C 0.654 -0.682 0.492 0.257 -0.795 0.671
C 1.342 -1.266 -0.701 0.044 -0.123 0.024
H -1.008 -0.689 1.827 0.197 -0.067 -0.102
H -1.129 -1.823 0.374 0.245 0.028 0.144
H 1.193 0.073 1.060 -0.009 -0.168 -0.016
H 1.815 -0.520 -1.349 -0.123 -0.013 0.257
H 0.643 -1.834 -1.322 0.104 0.038 0.161
H 2.115 -1.941 -0.322 0.075 0.007 -0.213
C -0.486 1.915 0.180 0.058 0.181 -0.120
C -0.905 0.670 -0.566 -1.221 0.654 -0.526
O -0.653 0.387 -1.718 0.020 0.318 0.285
H -0.538 1.794 1.269 -0.013 -0.066 -0.300
H 0.482 2.323 -0.111 -0.085 -0.087 -0.084
H -1.275 2.613 -0.119 0.149 0.255 0.124
H -1.721 0.174 -0.001 -0.382 0.395 -0.704
```
Forces are in eV/Å.

Net charge: 0
LUMO (eV): 1.02
Energy above the lowest of the compared OMol25 structures with the same formula, charge and spin (kcal/mol): 50.2
Spin multiplicity: 1
DFT total energy (Ha): -271.67255
HOMO-LUMO gap (eV): 10.10



# C32H33ClN5O2SZr

A molecular structure, C32H33ClN5O2SZr (ωB97M-V/def2-TZVPD, the OMol25 dataset).

```
75
Properties=species:S:1:pos:R:3:forces:R:3
Zr -0.221 0.390 0.008 0.106 0.170 -0.858
C -0.056 2.027 -3.668 -0.007 -0.060 0.075
C -1.246 1.624 -2.767 0.206 0.276 0.145
C -1.656 2.627 -1.673 0.116 -0.119 -0.003
N -0.915 2.370 -0.445 -0.102 0.324 0.246
C -1.007 3.194 0.614 0.196 0.063 -0.163
C -1.767 4.364 0.575 -0.110 0.114 0.072
C -2.034 5.320 1.548 -0.042 -0.037 -0.091
C -1.649 5.373 2.872 0.000 0.005 0.020
C -0.834 4.457 3.518 0.036 -0.043 0.004
C -0.177 3.346 3.021 0.033 0.106 0.116
C -0.155 2.774 1.743 0.207 0.017 -0.200
N 0.651 1.750 1.423 -0.384 0.133 0.608
C 1.814 1.404 2.244 -0.090 0.013 -0.100
C 1.677 0.194 3.174 -0.113 -0.007 -0.005
C 1.000 -1.023 2.503 0.236 0.096 -0.115
N 1.123 -0.945 1.039 0.633 -0.167 0.278
C 2.292 -1.236 0.437 -0.111 0.047 0.019
C 3.279 -2.012 1.051 0.139 -0.059 -0.004
C 4.450 -2.577 0.553 -0.067 0.010 0.074
C 5.006 -2.510 -0.708 0.016 -0.001 -0.009
C 4.542 -1.733 -1.758 -0.027 0.053 -0.026
C 3.473 -0.855 -1.805 0.151 -0.119 -0.115
C 2.479 -0.555 -0.864 -0.009 0.170 0.200
N 1.605 0.436 -1.061 0.654 0.059 -0.366
C 1.866 1.480 -2.062 -0.095 -0.314 -0.091
C 1.230 1.222 -3.441 -0.123 0.082 0.076
H 0.162 3.090 -3.527 0.004 -0.009 -0.014
H -0.350 1.914 -4.711 -0.015 0.009 -0.022
H -1.020 0.663 -2.293 -0.051 -0.215 -0.155
H -2.120 1.423 -3.383 -0.042 -0.046 -0.033
H -2.729 2.551 -1.480 -0.090 -0.030 -0.001
H -1.465 3.640 -2.037 0.012 0.070 -0.035
H -2.236 4.562 -0.379 -0.004 0.023 0.022
H -2.663 6.138 1.213 0.001 -0.023 -0.007
H -2.019 6.204 3.460 0.006 -0.021 -0.004
H -0.669 4.642 4.573 0.008 -0.001 0.006
H 0.414 2.812 3.753 0.006 0.017 0.011
H 2.136 2.270 2.822 0.040 0.054 0.043
H 2.620 1.199 1.538 0.049 0.001 -0.069
H 1.098 0.455 4.063 0.015 -0.012 0.009
H 2.683 -0.059 3.515 0.012 0.008 0.012
H -0.052 -1.001 2.745 -0.154 -0.046 -0.025
H 1.386 -1.956 2.913 0.039 -0.051 -0.005
H 3.079 -2.256 2.085 0.023 -0.022 -0.008
H 4.992 -3.186 1.269 -0.028 0.019 -0.006
H 5.902 -3.092 -0.883 -0.020 0.018 -0.002
H 5.120 -1.788 -2.674 -0.003 0.005 0.001
H 3.374 -0.319 -2.740 0.010 -0.036 0.004
H 2.941 1.635 -2.151 0.095 -0.027 0.014
H 1.455 2.401 -1.652 0.015 0.126 0.070
H 1.013 0.155 -3.538 0.021 -0.034 -0.040
H 1.945 1.471 -4.227 -0.009 0.030 0.000
Cl -4.426 -6.316 1.305 0.011 0.024 0.002
C -3.812 -4.703 1.175 0.022 -0.029 0.008
C -2.490 -4.450 1.505 0.054 0.000 0.030
C -2.000 -3.157 1.403 0.044 -0.020 0.131
C -2.827 -2.136 0.953 -0.174 0.119 -0.111
C -4.145 -2.404 0.608 -0.089 -0.025 -0.079
C -4.648 -3.688 0.736 -0.065 0.052 -0.031
C -2.254 -0.786 0.723 -0.658 0.020 0.242
O -2.228 -0.309 -0.460 -0.531 -0.193 0.168
O -1.660 -0.129 1.633 0.035 -0.602 -0.091
H -1.854 -5.257 1.844 -0.027 0.017 -0.016
H -0.967 -2.951 1.659 -0.039 0.015 0.008
H -4.787 -1.610 0.244 0.054 -0.030 0.004
H -5.678 -3.907 0.486 0.047 0.002 0.021
S -0.222 -4.314 -2.312 0.054 -0.133 -0.089
C -1.438 -3.341 -3.012 -0.038 -0.093 0.023
C -1.352 -2.084 -2.524 0.183 0.144 0.071
N -0.324 -1.867 -1.623 -0.253 -0.008 0.073
C 0.342 -2.976 -1.434 -0.022 0.056 0.047
H -2.151 -3.735 -3.718 0.033 0.017 0.033
H -2.024 -1.279 -2.776 0.027 0.013 0.032
H 1.180 -3.074 -0.759 -0.056 0.037 -0.028
```
Forces are in eV/Å.

Net charge: +1
LUMO (eV): -3.08
Energy above the lowest of the compared OMol25 structures with the same formula, charge and spin (kcal/mol): 10.4
Spin multiplicity: 1
DFT total energy (Ha): -2568.81852
HOMO-LUMO gap (eV): 7.19



# C3HBrCl2

A molecular structure, C3HBrCl2 at a distorted geometry (ωB97M-V/def2-TZVPD, the OMol25 dataset).

```
7
Properties=species:S:1:pos:R:3:forces:R:3
C -1.558 -0.027 -0.523 1.554 2.821 -0.708
C -0.919 0.921 -0.969 -0.707 -2.108 0.543
C 1.401 -1.370 1.224 -0.371 -0.165 1.105
Cl 0.195 1.942 -1.625 -0.386 -0.054 0.018
Cl 1.893 -1.221 -0.343 0.322 0.234 -0.930
Br 1.049 0.322 2.012 0.121 -0.073 -0.128
H -2.060 -0.567 0.224 -0.533 -0.653 0.099
```
Forces are in eV/Å.

Net charge: 0
LUMO (eV): -1.10
Energy above the lowest of the compared OMol25 structures with the same formula, charge and spin (kcal/mol): 76.6
Spin multiplicity: 1
DFT total energy (Ha): -3609.11020
HOMO-LUMO gap (eV): 8.30